Entry 1:
DFT (ωB97M-V/def2-TZVPD) results for a structure of composition C38H34CaN12O3SSe.

Each line ends with the Mulliken charge.
Element x y z (Å)
Ca -0.2885 0.3923 0.4666  2.134
C -3.1164 -1.4984 0.8971  -1.069
C -2.0302 -2.5217 0.8002  0.372
C -2.2230 -3.7911 0.4298  -0.638
C -1.1198 -4.7227 0.3324  -0.969
C 0.1342 -4.2400 0.3961  -1.265
C 0.3822 -2.8371 0.5850  0.715
N -0.7081 -2.0383 1.1480  2.140
C 1.5655 -2.2051 0.2866  -0.059
C 2.7496 -2.9098 -0.1626  -1.601
C 3.8747 -2.2413 -0.4912  -1.095
C 3.9319 -0.8211 -0.3979  -1.247
C 2.8068 -0.1913 0.0581  0.518
N 1.6630 -0.8205 0.4027  1.263
C 2.7806 1.2996 0.1228  0.317
C 3.9553 2.0283 0.2887  -1.244
C 3.9064 3.4090 0.2373  -0.796
C 2.6921 4.0347 0.0168  -1.071
C 1.5525 3.2506 -0.1034  0.514
C 0.2089 3.8831 -0.3313  -1.161
N 1.5980 1.9203 -0.0229  1.123
H -4.0701 -1.9311 0.5968  0.472
H -2.9261 -0.6529 0.2238  -0.255
H -3.2304 -1.0970 1.9091  0.301
H -3.2105 -4.1227 0.1360  0.387
H -1.3271 -5.7519 0.0842  0.448
H 0.9724 -4.9005 0.2188  0.376
H 2.7232 -3.9864 -0.2397  0.364
H 4.7428 -2.7895 -0.8361  0.418
H 4.8059 -0.2784 -0.7201  0.503
H 4.8860 1.5086 0.4592  0.588
H 4.8098 3.9923 0.3603  0.449
H 2.6176 5.1110 -0.0589  0.537
H 0.2672 4.6204 -1.1322  0.571
H -0.1501 4.3977 0.5639  0.199
H -0.5291 3.1367 -0.6238  -0.149
Se -1.2932 6.3617 5.8266  0.257
N -0.0376 5.1138 5.6008  -0.871
C -0.4532 4.3217 4.6496  0.740
C 0.2933 3.1646 4.1786  0.672
C 1.5293 2.8125 4.7215  -0.660
C 2.1755 1.6955 4.2415  -1.224
C 1.5705 0.9572 3.2283  -0.414
N 0.3983 1.2833 2.7009  0.493
C -0.2377 2.3694 3.1573  -0.769
C -1.5388 2.7089 2.5440  -0.629
N -1.9868 1.9326 1.5438  0.319
C -3.1651 2.2085 1.0020  -0.442
C -3.9618 3.2757 1.4022  -1.053
C -3.5025 4.0933 2.4096  -0.651
C -2.2710 3.8124 2.9993  0.595
C -1.7297 4.6391 4.0689  0.852
N -2.3420 5.6865 4.5516  -0.879
H 1.9512 3.4232 5.5082  0.546
H 3.1352 1.3855 4.6292  0.499
H 2.0412 0.0767 2.8051  0.438
H -3.4873 1.5426 0.2105  0.309
H -4.9139 3.4478 0.9214  0.481
H -4.0718 4.9440 2.7590  0.547
N 3.3112 -1.8075 -5.6224  -0.387
C 2.3773 -1.1632 -4.8942  0.608
N 1.2309 -1.7997 -4.6408  -0.211
N 2.7035 0.0473 -4.4458  -0.830
C 1.8010 0.5992 -3.6606  0.630
N 1.0062 1.0872 -2.9691  -0.691
H 3.0798 -2.6315 -6.1465  0.221
H 4.1260 -1.2823 -5.8839  0.263
H 1.0215 -2.7125 -5.0120  0.212
H 0.4956 -1.3399 -4.1242  0.162
N -1.6127 0.6348 -1.7150  0.175
C -1.7742 -0.7179 -2.1603  -0.028
C -0.6613 -1.5457 -2.1034  0.372
C -0.7571 -2.8670 -2.5129  -1.624
C -1.9578 -3.3683 -2.9743  -0.277
C -3.0773 -2.5461 -3.0045  -1.078
C -2.9932 -1.2226 -2.5961  -0.397
S -2.0705 -5.0812 -3.5005  1.336
O -3.0578 -5.0558 -4.5639  -0.714
O -2.4992 -5.7777 -2.2944  -0.642
O -0.7106 -5.3899 -3.9225  -0.745
H -0.7872 1.0289 -2.1858  0.308
H -2.3981 1.2067 -2.0070  0.412
H 0.2816 -1.1485 -1.7377  0.539
H 0.1038 -3.5231 -2.4772  0.791
H -4.0066 -2.9523 -3.3825  0.453
H -3.8646 -0.5767 -2.6430  0.412
C -0.5607 -2.0040 2.6261  -1.431
H -1.2494 -1.2793 3.0687  0.303
H 0.4616 -1.7144 2.8670  0.249
H -0.7611 -2.9886 3.0588  0.366

Results
* total energy: -158605.9219 eV
* total charge: 0
* orbital gap: 3.80 eV
* E_LUMO: -0.0656 Ha
* energy relative to the best compared isomer or geometry (same formula, charge and spin): 0.00 kcal/mol



Entry 2:
DFT (ωB97M-V/def2-TZVPD) results for a structure of composition C38H34N5O5PtS in a non-equilibrium geometry.

Each line ends with the Mulliken charge.
Element x y z (Å)
Pt 0.0084 -0.2243 0.1198  3.106
O 2.0538 0.1302 -0.3674  -0.272
C 2.4508 1.5390 -0.2687  2.514
C 1.1601 2.3791 -0.1300  -0.233
O 1.2181 3.5816 -0.1904  -0.644
O 0.0357 1.7418 0.0915  -0.789
C 3.2330 1.9058 -1.5244  -0.740
C 3.4957 0.9553 -2.5018  -0.165
C 4.2552 1.2865 -3.6173  -0.844
C 4.7543 2.5694 -3.7632  -0.449
C 4.4940 3.5199 -2.7840  -0.938
C 3.7434 3.1938 -1.6675  -0.220
C 3.3325 1.6868 0.9692  -0.706
C 3.1006 2.6304 1.9609  -0.183
C 3.9222 2.6752 3.0815  -0.870
C 4.9752 1.7857 3.2213  -0.632
C 5.2264 0.8560 2.2197  -1.022
C 4.4179 0.8195 1.0963  -0.040
H 2.7297 -0.4259 0.0444  -0.096
H 3.0936 -0.0434 -2.4092  0.346
H 4.4514 0.5372 -4.3740  0.445
H 5.3417 2.8312 -4.6332  0.415
H 4.8812 4.5248 -2.8882  0.408
H 3.5459 3.9383 -0.9099  0.492
H 2.2807 3.3284 1.8671  0.574
H 3.7308 3.4134 3.8491  0.450
H 5.6112 1.8270 4.0955  0.441
H 6.0648 0.1769 2.3039  0.463
H 4.6673 0.1290 0.2936  0.536
N -4.5238 -3.6819 0.0861  -0.251
C -4.9714 -2.5040 0.5981  0.383
O -5.9581 -2.4126 1.2947  -0.621
C -4.1516 -1.2883 0.2660  0.549
C -4.7959 -0.0658 0.1300  -0.428
C -4.0420 1.0541 -0.1620  -0.818
C -2.6675 0.9371 -0.2654  -0.275
N -2.0423 -0.2388 -0.0989  -0.030
C -2.7751 -1.3335 0.1578  -0.746
H -5.1116 -4.4884 0.2204  0.283
H -3.8712 -3.7001 -0.6764  0.162
H -5.8696 -0.0181 0.2540  0.515
H -4.5013 2.0230 -0.2932  0.466
H -2.0299 1.7863 -0.4616  0.484
H -2.2201 -2.2466 0.3180  0.524
C 0.1799 -4.6618 -0.9861  -1.017
S 0.4288 -2.9138 -1.2649  0.201
O -0.0043 -2.3204 0.0915  -0.670
C 2.2047 -2.8930 -1.2604  0.952
C 2.8657 -2.7848 -2.4717  -0.482
C 4.2559 -2.8110 -2.4773  -0.463
C 4.9527 -2.9180 -1.2842  -0.586
C 4.2713 -3.0084 -0.0727  -0.654
C 2.8861 -3.0048 -0.0531  -0.575
H 0.8864 -5.0215 -0.2416  0.320
H 0.3267 -5.1710 -1.9378  0.412
H -0.8432 -4.7944 -0.6365  0.320
H 2.3116 -2.6729 -3.3957  0.406
H 4.7900 -2.7292 -3.4143  0.464
H 6.0343 -2.9295 -1.2934  0.438
H 4.8225 -3.0940 0.8548  0.494
H 2.3349 -3.0772 0.8785  0.336
C 1.3787 -0.3202 4.7024  -1.131
C 1.3228 -0.1504 3.3300  -0.108
N 0.2009 -0.3299 2.6257  -0.241
C -0.8943 -0.6813 3.2886  -0.503
C -0.9472 -0.8745 4.6634  0.400
C 0.2249 -0.6782 5.3802  -0.618
C -2.2292 -1.1839 5.3323  -0.784
C -3.0905 -2.1637 5.0525  -0.865
C -2.9492 -3.2506 4.0652  1.200
C -4.0738 -3.9700 3.6717  -0.622
C -3.8933 -4.9600 2.7258  -0.400
N -2.6994 -5.2432 2.2070  -0.534
C -1.6864 -4.5258 2.6817  -0.423
N -1.7407 -3.5502 3.5749  -0.353
H 2.3113 -0.1614 5.2263  0.483
H 2.2029 0.1496 2.7757  0.446
H -1.7991 -0.7989 2.6995  0.698
H 0.2328 -0.8041 6.4558  0.524
H -2.5103 -0.4950 6.1227  0.451
H -4.0205 -2.1822 5.6092  0.362
H -5.0512 -3.7537 4.0799  0.394
H -4.7313 -5.5484 2.3685  0.615
H -0.7004 -4.7677 2.2974  0.565

Results
* total energy: -71722.3379 eV
* total charge: +1
* orbital gap: 7.99 eV
* E_LUMO: -0.0952 Ha
* energy relative to the best compared isomer or geometry (same formula, charge and spin): 32.94 kcal/mol



Entry 3:
DFT (ωB97M-V/def2-TZVPD) results for a structure of composition C38H35BiBrN4O4P in a non-equilibrium geometry.

Each line ends with the Mulliken charge.
Element x y z (Å)
Bi -0.7311 -0.1972 -0.4769  2.186
C 4.1014 -2.9921 4.0336  -0.481
C 2.7100 -3.0587 3.9233  -0.678
C 2.0454 -2.2473 3.0300  -0.673
C 2.6992 -1.2937 2.2932  0.505
C 4.0937 -1.2048 2.4261  -0.171
C 4.7894 -2.0952 3.2454  -0.737
P 1.6819 -0.1242 1.3739  0.364
C 2.7590 1.1552 0.7101  0.707
C 2.5226 2.5371 0.9370  -0.443
C 3.3799 3.4724 0.3568  -0.598
C 4.4697 3.0518 -0.3803  -0.632
C 4.6564 1.7026 -0.6680  -0.644
C 3.8302 0.7827 -0.0855  -0.876
C 0.8875 0.7357 2.7379  0.357
C 1.6351 1.2009 3.8114  0.033
C 1.0172 1.6984 4.9739  -1.096
C -0.3299 1.8046 5.0614  -0.553
C -1.1344 1.3921 3.9506  0.669
C -2.5379 1.5566 4.0427  -0.813
C -3.3062 1.3598 2.9306  -1.095
C -2.7126 0.9601 1.7035  -0.416
C -1.3648 0.7168 1.5965  0.065
C -0.5414 0.9259 2.7012  -0.250
H 4.6599 -3.6958 4.7067  0.345
H 2.1690 -3.7902 4.5067  0.440
H 0.9742 -2.3024 3.0019  0.429
H 4.6214 -0.3780 1.9548  0.403
H 5.8933 -2.0873 3.3233  0.383
H 1.6986 2.8608 1.6228  0.334
H 3.1794 4.5369 0.5013  0.514
H 5.2453 3.7496 -0.7067  0.427
H 5.4669 1.3681 -1.3273  0.451
H 3.9090 -0.2549 -0.3048  0.624
H 2.7241 1.2055 3.7682  0.529
H 1.6962 2.0371 5.7621  0.409
H -0.8975 2.1443 5.9479  0.364
H -3.0049 1.7988 5.0202  0.364
H -4.3241 1.6683 2.9577  0.445
H -3.3108 0.7767 0.8323  0.548
O -2.8933 -0.0518 -1.3591  -0.726
C -3.6629 -1.0734 -1.7043  -0.496
C -3.7599 -2.3082 -1.0917  1.033
C -4.9485 -3.0012 -1.3332  -0.663
C -5.1349 -4.2429 -0.7678  -0.469
C -4.1646 -4.7723 0.1137  -0.177
C -2.9724 -4.1427 0.3871  -0.871
C -2.7048 -2.8216 -0.2073  0.494
O -1.6214 -2.1579 0.1828  -0.438
N -6.2426 -5.1212 -1.0536  0.929
O -6.3614 -6.1438 -0.3683  -0.560
O -7.0007 -4.7661 -1.9959  -0.558
H -4.3661 -0.8912 -2.5526  0.359
H -5.6748 -2.5361 -1.9936  0.525
H -4.3899 -5.7449 0.5906  0.471
H -2.2207 -4.6233 1.0625  0.397
N -0.9710 4.7900 -3.0843  -0.139
C -0.8519 4.7220 -1.5619  -0.921
C -1.1558 3.2995 -1.0750  -0.498
N -0.2740 2.2904 -1.6529  0.282
C -0.3415 2.3145 -3.1535  -0.588
C -0.0822 3.7005 -3.7304  -0.883
H -0.6833 5.6904 -3.4132  0.334
H -1.9511 4.6365 -3.3843  0.397
H -1.5463 5.4812 -1.1917  0.432
H 0.1680 5.0552 -1.3135  0.391
H -2.2032 3.1159 -1.3655  0.344
H -1.1134 3.3334 0.0358  0.256
H 0.6899 2.4520 -1.3672  -0.012
H -1.3486 1.9917 -3.4273  0.333
H 0.3854 1.5886 -3.5266  0.428
H -0.3003 3.7473 -4.8077  0.420
H 0.9203 4.0339 -3.5542  0.418
Br 3.5326 -3.0410 -5.6328  -0.098
C 2.0463 -2.7932 -4.5641  0.324
C 0.9518 -2.0187 -4.9161  -0.649
C -0.0825 -1.9246 -3.9881  -0.269
N -0.0218 -2.4329 -2.7740  -0.119
C 1.0550 -3.1672 -2.4261  -0.357
C 2.0759 -3.4444 -3.3080  -0.658
H 0.9244 -1.3990 -5.8104  0.417
H -0.9940 -1.3641 -4.2041  0.503
H 1.0792 -3.6051 -1.4516  0.506
H 2.8908 -4.1309 -3.0558  0.422

Results
* total energy: -139277.3986 eV
* total charge: +2
* orbital gap: 7.37 eV
* E_LUMO: -0.2021 Ha
* energy relative to the best compared isomer or geometry (same formula, charge and spin): 0.00 kcal/mol



Question: Which value of energy relative to the best compared isomer or geometry (same formula, charge and spin) does entry 3 give?
Answer: 0.00 kcal/mol